[1]
The molecule C6H8O2 at a distorted geometry, computed with the ωB97M-V functional and the def2-TZVPD basis.

Results
HOMO-LUMO gap = 10.4 eV
E = -383.73592 Eh
Maximum force = 11.93 eV/Å
Energy relative to the best compared isomer or geometry (same formula, charge and spin) = 109.31 kcal/mol
LUMO level = 0.028 Ha
HOMO = -9.670 eV

Structure (ORCA input):
```
! RIJCOSX wB97M-V def2-TZVPD def2/J DEFGRID3
* xyz 0 1
C 0.06 -1.98 0.10
C 1.22 -0.92 0.47
C 1.15 0.46 0.59
C 0.03 1.30 0.05
C -0.67 0.93 -1.19
C -1.15 1.12 0.59
H -0.55 -1.41 -0.86
H -0.55 -1.82 1.23
H 0.52 -3.05 -0.04
H 2.19 -1.44 0.68
H 2.11 1.04 0.79
H 0.35 2.29 0.17
H -0.85 1.60 -2.10
H -0.39 0.11 -1.66
O -1.97 0.81 -0.54
O -1.52 0.96 1.71
*
```


[2]
A structure of composition C6H8O2 at a distorted geometry, computed with the ωB97M-V functional and the def2-TZVPD basis.

Results
HOMO-LUMO gap = 9.2 eV
E = -383.76319 Eh
Maximum force = 5.13 eV/Å
Energy relative to the best compared isomer or geometry (same formula, charge and spin) = 92.20 kcal/mol
LUMO level = 0.029 Ha
HOMO = -8.404 eV

Structure (ORCA input):
```
! RIJCOSX wB97M-V def2-TZVPD def2/J DEFGRID3
* xyz 0 1
C -0.59 -0.44 -1.27
C -0.07 -1.72 -0.83
C -0.87 1.70 0.82
C 0.48 1.94 0.27
C 0.84 -1.59 0.36
C 0.06 0.58 0.36
O -1.25 0.01 -2.15
O 0.42 -0.44 1.13
H -1.04 -2.19 -0.42
H 0.27 -2.37 -1.58
H -0.90 1.72 1.86
H -1.75 1.87 0.22
H 0.57 2.37 -0.70
H 1.25 2.49 1.03
H 0.64 -2.38 0.96
H 1.94 -1.55 -0.05
*
```


[3]
A structure of composition C6H8O2 at a distorted geometry, computed with the ωB97M-V functional and the def2-TZVPD basis.

Results
HOMO-LUMO gap = 9.8 eV
E = -383.61685 Eh
Maximum force = 9.01 eV/Å
Energy relative to the best compared isomer or geometry (same formula, charge and spin) = 184.02 kcal/mol
LUMO level = 0.033 Ha
HOMO = -8.933 eV

Structure (ORCA input):
```
! RIJCOSX wB97M-V def2-TZVPD def2/J DEFGRID3
* xyz 0 1
C -0.51 -0.83 1.80
C 0.19 -1.01 -0.10
C 0.36 -0.18 -1.65
C 1.00 0.95 -0.72
C -0.49 1.19 -0.28
C -0.71 0.02 0.60
H -1.48 -1.03 2.26
H 0.28 -0.40 2.39
H 1.42 -1.25 0.01
H 0.79 -0.44 -2.50
H 1.21 1.81 -1.33
H 1.72 0.54 0.05
H -0.85 2.13 0.00
H -1.85 -0.24 0.15
O -0.31 -1.99 0.97
O -0.78 0.71 -1.66
*
```


[4]
A structure of composition C6H8O2 at a distorted geometry, computed with the ωB97M-V functional and the def2-TZVPD basis.

Results
HOMO-LUMO gap = 9.4 eV
E = -383.76163 Eh
Maximum force = 5.05 eV/Å
Energy relative to the best compared isomer or geometry (same formula, charge and spin) = 93.18 kcal/mol
LUMO level = 0.031 Ha
HOMO = -8.542 eV

Structure (ORCA input):
```
! RIJCOSX wB97M-V def2-TZVPD def2/J DEFGRID3
* xyz 0 1
C 2.02 -0.14 -1.27
C 1.20 0.06 -0.06
C 1.15 0.54 -1.95
C -0.05 -0.30 -0.24
C -0.75 -1.18 -1.28
C -0.85 1.16 1.51
O 0.59 1.24 -2.73
O -1.06 0.06 0.63
H 2.89 -0.85 -1.55
H 1.46 0.73 0.71
H -1.56 -1.44 -0.60
H -0.03 -2.05 -1.42
H -1.08 -0.48 -2.03
H -0.56 2.05 0.87
H -0.05 1.11 2.30
H -1.76 1.40 1.84
*
```


[5]
The molecule C6H8O2 at a distorted geometry, computed with the ωB97M-V functional and the def2-TZVPD basis.

Results
HOMO-LUMO gap = 9.3 eV
E = -383.75551 Eh
Maximum force = 2.16 eV/Å
Energy relative to the best compared isomer or geometry (same formula, charge and spin) = 97.02 kcal/mol
LUMO level = 0.035 Ha
HOMO = -8.406 eV

Structure (ORCA input):
```
! RIJCOSX wB97M-V def2-TZVPD def2/J DEFGRID3
* xyz 0 1
C 0.78 -0.76 1.15
C 0.54 -0.36 -0.30
C 1.60 0.69 -0.70
C 0.15 1.00 -0.55
C -1.77 0.51 0.15
C -1.57 -0.69 -0.48
H 1.21 0.05 1.75
H 1.50 -1.60 1.10
H -0.09 -1.19 1.66
H 2.28 0.92 0.10
H 2.00 0.71 -1.70
H -0.28 1.03 -1.57
H -2.72 0.78 0.60
H -2.38 -1.39 -0.61
O -0.86 1.51 0.33
O -0.38 -1.22 -0.92
*
```


[6]
A structure of composition C6H8O2 at a distorted geometry, computed with the ωB97M-V functional and the def2-TZVPD basis.

Results
HOMO-LUMO gap = 9.3 eV
E = -383.65789 Eh
Maximum force = 8.46 eV/Å
Energy relative to the best compared isomer or geometry (same formula, charge and spin) = 158.27 kcal/mol
LUMO level = 0.027 Ha
HOMO = -8.527 eV

Structure (ORCA input):
```
! RIJCOSX wB97M-V def2-TZVPD def2/J DEFGRID3
* xyz 0 1
C 1.21 -0.03 0.96
C 0.74 -0.96 -0.09
C -1.47 -0.06 0.12
C -2.75 -0.13 -0.06
C 1.09 0.08 -0.97
C 0.46 1.13 0.04
H 0.91 -0.51 2.02
H 2.40 0.16 0.74
H 1.41 -1.91 -0.31
H 0.45 0.10 -1.86
H -3.22 0.72 -0.03
H -2.98 -1.24 0.25
H 2.23 0.16 -1.29
H 1.02 2.18 0.55
O -0.66 -1.01 -0.02
O -0.84 1.32 -0.04
*
```


[7]
A cluster of 2 separate species, C6H8O2S in total at a distorted geometry, computed with the ωB97M-V functional and the def2-TZVPD basis.

Results
HOMO-LUMO gap = 10.9 eV
E = -781.93492 Eh
Maximum force = 4.55 eV/Å
Energy relative to the best compared isomer or geometry (same formula, charge and spin) = 68.18 kcal/mol
LUMO level = 0.025 Ha
HOMO = -10.174 eV

Structure (ORCA input):
```
! RIJCOSX wB97M-V def2-TZVPD def2/J DEFGRID3
* xyz 0 1
C -3.07 0.68 -0.74
C -2.93 0.61 0.43
C 0.59 -1.42 -0.27
C 1.72 -0.58 -0.75
C -0.35 -0.56 0.61
C 0.07 0.61 0.87
O 2.75 0.71 1.26
O 1.82 2.15 -0.46
S 1.72 0.89 0.23
H -3.07 0.65 -1.80
H -2.74 0.77 1.43
H -0.20 -1.58 -1.04
H 0.85 -2.32 0.28
H 2.76 -0.92 -0.67
H 1.59 -0.25 -1.76
H -1.31 -0.91 0.87
H -0.20 1.46 1.51
*
```


[8]
The molecule C6H8O2S2 at a distorted geometry, computed with the ωB97M-V functional and the def2-TZVPD basis.

Results
HOMO-LUMO gap (spin up / spin down) = 6.2 / 6.2 eV
E = -1180.11763 Eh
Maximum force = 4.35 eV/Å
Energy relative to the best compared isomer or geometry (same formula, charge and spin) = 44.52 kcal/mol
LUMO level (spin up / spin down) = -0.080 / -0.080 Ha
HOMO (spin up / spin down) = -8.378 / -8.378 eV

Structure (ORCA input):
```
! RIJCOSX wB97M-V def2-TZVPD def2/J DEFGRID3
* xyz 0 1
C -1.05 -0.14 0.52
C -0.29 1.01 0.33
C -1.09 -1.45 0.03
C 0.96 1.19 -0.10
C -2.32 -2.19 0.42
C 1.67 2.33 -0.67
O 2.05 -0.92 1.10
O 3.07 -0.23 -0.94
S -0.26 -2.14 -1.28
S 1.84 -0.24 -0.17
H -1.88 0.19 1.02
H -0.82 1.93 0.47
H -2.91 -1.45 0.98
H -1.96 -2.88 1.15
H -2.70 -2.68 -0.37
H 2.38 1.90 -1.50
H 2.31 2.73 0.18
H 0.99 3.04 -1.19
*
```